Record 1
{
  "formula": "C31H60O31",
  "method": "wB97M-V/def2-TZVPD",
  "species": ["C", "O", "H", "H", "H", "H", "C", "O", "H", "H", "H", "H", "C", "O", "H", "H", "H", "H", "C", "O", "H", "H", "H", "H", "C", "O", "H", "H", "H", "H", "C", "O", "H", "H", "H", "H", "C", "O", "H", "H", "H", "H", "C", "C", "O", "C", "O", "O", "H", "H", "H", "H", "C", "C", "O", "C", "O", "O", "H", "H", "H", "H", "C", "C", "O", "C", "O", "O", "H", "H", "H", "H", "C", "C", "O", "C", "O", "O", "H", "H", "H", "H", "C", "C", "O", "C", "O", "O", "H", "H", "H", "H", "C", "C", "O", "C", "O", "O", "H", "H", "H", "H", "C", "C", "O", "C", "O", "O", "H", "H", "H", "H", "C", "C", "O", "C", "O", "O", "H", "H", "H", "H"],
  "positions_angstrom": [[-3.8890, 0.0137, 3.0556], [-2.7124, -0.4043, 2.3429], [-3.8796, -0.4963, 4.0170], [-3.8447, 1.0586, 3.1058], [-4.7872, -0.1901, 2.5213], [-2.7734, -1.3200, 2.0587], [-1.0778, 0.8726, 5.0395], [-0.3413, -0.0852, 4.1715], [-2.1038, 0.4813, 5.2348], [-0.4641, 1.0043, 5.8917], [-1.2821, 1.7705, 4.4345], [-0.7501, -0.1688, 3.3196], [1.4579, 3.0660, -2.6311], [0.1860, 2.4358, -2.5677], [2.2484, 2.3854, -2.9904], [1.3972, 3.9451, -3.2666], [1.8384, 3.3906, -1.6429], [0.1342, 1.9215, -1.7715], [-3.0426, -5.6391, -1.4073], [-2.7037, -4.3309, -0.8347], [-2.1782, -6.0019, -1.9541], [-3.2209, -6.1447, -0.4862], [-3.7929, -5.6654, -2.1556], [-2.2807, -3.7976, -1.5692], [1.8293, -4.5115, 1.6328], [1.2866, -3.6552, 2.6324], [1.0127, -4.9316, 1.0185], [2.5460, -3.9259, 1.0595], [2.3661, -5.3820, 2.0305], [0.8624, -4.1291, 3.3165], [-3.5897, -2.5395, -3.7441], [-2.6996, -3.6415, -3.4932], [-3.7310, -1.8612, -2.9389], [-3.1590, -1.9881, -4.5466], [-4.5787, -2.8866, -4.0109], [-1.9082, -3.5788, -4.0760], [-3.9781, -3.5891, 2.3073], [-3.5893, -2.8587, 1.1590], [-4.0877, -2.8922, 3.1383], [-4.9241, -4.0484, 2.1788], [-3.1977, -4.3013, 2.5494], [-3.2386, -3.5668, 0.5467], [3.1377, -3.1233, -3.7172], [3.9491, -1.9152, -4.1501], [3.3575, -0.9100, -3.3118], [2.2444, -1.3550, -2.7747], [1.5854, -0.6731, -2.0504], [1.9758, -2.6882, -3.0528], [3.7203, -3.7427, -3.0457], [2.7747, -3.7125, -4.5723], [3.6786, -1.6483, -5.2370], [5.0461, -1.9901, -4.0417], [-1.0432, 3.7854, 2.7377], [-0.5683, 4.7381, 1.6222], [-1.4981, 4.5005, 0.5733], [-2.6156, 3.9140, 1.1311], [-3.6023, 3.7218, 0.4640], [-2.4445, 3.6872, 2.4188], [-1.0190, 4.2482, 3.7107], [-0.6123, 2.7510, 2.6399], [0.4545, 4.5284, 1.2656], [-0.7210, 5.7514, 1.9787], [-5.0124, 3.1714, -2.5372], [-3.6870, 2.4759, -2.0476], [-3.5233, 1.4135, -3.0007], [-4.5174, 1.3400, -3.8373], [-4.5331, 0.5364, -4.7443], [-5.4978, 2.2429, -3.5651], [-4.8380, 4.0720, -3.1017], [-5.7772, 3.3549, -1.8297], [-3.7400, 2.0255, -1.0637], [-2.8403, 3.1751, -2.2168], [-1.8143, 0.3645, -6.4869], [-0.6038, 0.9838, -5.7149], [0.1960, -0.1899, -5.4207], [-0.5233, -1.3386, -5.6960], [-0.1341, -2.4966, -5.4889], [-1.7015, -1.0595, -6.2180], [-1.7371, 0.5495, -7.5425], [-2.8150, 0.6084, -6.1330], [-0.9307, 1.4674, -4.7157], [0.0049, 1.6007, -6.4427], [2.2797, 0.1950, 5.2442], [2.3906, -0.2740, 3.7684], [3.8784, -0.2659, 3.5399], [4.5117, 0.2414, 4.6134], [5.6749, 0.6015, 4.6553], [3.6615, 0.4619, 5.6551], [1.8152, -0.4722, 5.9109], [1.7670, 1.1672, 5.2457], [1.8997, 0.3895, 3.0446], [2.0141, -1.2426, 3.5921], [-0.4884, -1.7964, 0.2009], [-1.2533, -0.8091, -0.7035], [-0.6616, 0.4521, -0.3272], [0.1960, 0.3076, 0.6932], [0.7285, 1.3009, 1.1934], [0.2494, -0.9461, 1.1112], [0.1338, -2.3247, -0.5063], [-1.0352, -2.5073, 0.7880], [-2.3860, -0.7846, -0.5443], [-0.9750, -0.9078, -1.7777], [4.9248, 4.3099, 3.6892], [4.1692, 4.1921, 5.0038], [2.8655, 4.5865, 4.6372], [2.7759, 4.9198, 3.3574], [1.7651, 5.3473, 2.8510], [3.9311, 4.7789, 2.6992], [5.2906, 3.3405, 3.3607], [5.7884, 4.9725, 3.7716], [4.4833, 4.8790, 5.7705], [4.2217, 3.1760, 5.4184], [3.7361, -1.1174, 0.3173], [3.8237, 0.3524, -0.0441], [5.0252, 0.3844, -0.8327], [5.2425, -0.7837, -1.3658], [6.0936, -1.0877, -2.1157], [4.2824, -1.6446, -0.9385], [2.7071, -1.4347, 0.3714], [4.3262, -1.5585, 1.1253], [3.9626, 1.0186, 0.8153], [3.0506, 0.6037, -0.7490]],
  "mulliken_charge": [-1.095, 0.173, 0.352, 0.315, 0.296, 0.141, -0.450, -0.402, 0.184, 0.442, -0.044, 0.128, -0.601, -0.288, 0.133, 0.329, 0.171, 0.051, -0.761, -0.595, 0.260, 0.344, 0.279, 0.207, -0.400, -0.355, 0.156, 0.049, 0.345, 0.233, -0.274, -0.449, 0.089, 0.062, 0.354, 0.262, -0.691, -0.505, 0.262, 0.279, 0.282, 0.427, -0.499, -0.337, -0.292, 0.176, 0.145, -0.271, 0.249, 0.354, 0.323, 0.252, 0.282, -0.333, -0.339, 0.585, -0.631, -0.369, 0.482, -0.373, 0.275, 0.409, -0.348, 0.081, 0.098, 0.388, -0.626, -0.412, 0.263, 0.280, 0.159, 0.130, -0.160, 0.128, -0.235, 0.765, -0.625, -0.381, 0.236, 0.110, -0.082, 0.283, -0.023, 1.038, -0.358, 0.433, -0.601, -0.412, 0.267, 0.067, -0.603, 0.121, -0.717, -0.181, 0.430, -0.036, -0.841, 0.526, 0.417, 0.559, 0.195, -0.009, -0.210, -0.097, -0.376, 0.774, -0.617, -0.348, 0.196, 0.273, 0.279, 0.107, 0.322, 0.520, -0.433, 0.632, -0.599, -0.409, -0.414, 0.185, 0.303, -0.193],
  "homo_energy_ha": -0.3682,
  "gap_ev": 10.3
}

***

Record 2
{
  "formula": "C27H17F14N3O2Ru",
  "method": "wB97M-V/def2-TZVPD",
  "species": ["Ru", "C", "C", "C", "C", "C", "N", "C", "C", "C", "C", "C", "C", "C", "C", "O", "C", "F", "F", "F", "C", "F", "F", "F", "C", "C", "C", "O", "C", "F", "F", "F", "C", "F", "F", "F", "H", "H", "H", "H", "H", "H", "H", "H", "H", "H", "H", "H", "N", "C", "C", "C", "C", "C", "N", "C", "H", "H", "H", "H", "F", "C", "F", "H"],
  "positions_angstrom": [[-0.2051, -0.2166, -0.4639], [4.5818, -1.7098, 4.7390], [3.4019, -1.2207, 3.9530], [2.1775, -0.9657, 4.5578], [1.1132, -0.5287, 3.8043], [1.2258, -0.3244, 2.4113], [0.1408, 0.1325, 1.7202], [-0.7472, 0.9981, 2.3395], [-0.2350, 1.9895, 3.1944], [-1.0665, 2.8517, 3.8737], [-2.4456, 2.7424, 3.7391], [-3.3794, 3.6281, 4.5115], [-2.9494, 1.7981, 2.8481], [-2.1448, 0.9461, 2.1042], [-2.7519, -0.0380, 1.0900], [-2.0724, -0.0805, -0.1027], [-2.8402, -1.4499, 1.7546], [-3.6260, -2.2780, 1.0687], [-1.6298, -2.0137, 1.8417], [-3.3242, -1.3538, 3.0039], [-4.1977, 0.3774, 0.6610], [-4.5909, -0.2937, -0.4134], [-4.2270, 1.6844, 0.3420], [-5.1070, 0.1689, 1.6286], [2.4627, -0.6260, 1.7709], [3.5085, -1.0532, 2.5723], [2.7248, -0.5437, 0.2536], [1.7107, -0.0711, -0.5392], [3.9020, 0.4542, -0.0063], [5.1055, 0.0491, 0.4095], [3.9986, 0.7425, -1.3020], [3.6386, 1.6109, 0.6467], [3.0860, -1.9916, -0.2429], [2.9415, -2.0765, -1.5564], [4.3511, -2.3505, 0.0505], [2.2784, -2.8689, 0.3565], [4.3880, -1.6785, 5.8097], [5.4665, -1.1077, 4.5286], [4.8207, -2.7398, 4.4672], [2.0532, -1.1237, 5.6217], [0.1470, -0.3806, 4.2659], [0.8382, 2.0673, 3.3054], [-0.6425, 3.6103, 4.5202], [-2.9223, 3.9678, 5.4399], [-4.3063, 3.1085, 4.7509], [-3.6436, 4.5130, 3.9279], [-4.0226, 1.7345, 2.7542], [4.4560, -1.2946, 2.1140], [-3.8456, 5.3829, -0.8173], [-2.8224, 4.8722, -0.7166], [-1.5346, 4.2555, -0.5683], [-0.4208, 5.0030, -0.1979], [0.7878, 4.3492, -0.0491], [0.8322, 2.9774, -0.2443], [-0.2385, 2.2593, -0.5800], [-1.3953, 2.8856, -0.7635], [-0.5111, 6.0686, -0.0365], [1.6878, 4.8846, 0.2168], [1.7525, 2.4229, -0.1367], [-2.2389, 2.2756, -1.0602], [0.8153, -4.0099, -1.6598], [-0.3884, -1.9667, -1.0905], [-1.5882, -2.4408, -1.2726], [0.5380, -3.0954, -1.4225]],
  "mulliken_spin": [2.774, -0.003, 0.125, -0.053, 0.152, 0.010, 0.581, -0.079, 0.151, -0.060, 0.097, -0.005, -0.037, 0.090, 0.034, 0.025, -0.009, 0.000, -0.003, 0.000, 0.002, -0.001, -0.001, 0.000, 0.076, -0.049, 0.087, 0.027, 0.006, 0.000, 0.001, 0.000, 0.000, -0.001, 0.001, -0.003, 0.000, 0.008, 0.011, 0.001, 0.001, -0.003, 0.002, 0.002, 0.002, 0.010, 0.001, 0.000, 0.000, 0.001, 0.007, -0.002, -0.002, 0.003, 0.019, -0.004, 0.000, 0.000, 0.005, -0.011, 0.036, -0.007, 0.002, -0.018],
  "homo_energy_ha": [-0.3016, -0.3225],
  "gap_ev": [7.6, 6.0],
  "spin_multiplicity": 5,
  "s_squared": 6.087
}

***

Number 1: calculated total energy -3549.61970 hartree. Number 2: calculated total energy -2846.77195 hartree.